Density functional theory data (ωB97M-V/def2-TZVPD) for a cluster of 7 separate species, C46H91ClF5O16P2S6 in total in a non-equilibrium geometry.

Last column: Löwdin charge in e.
Cartesian coordinates (Å):
C 5.9848 1.8468 3.5404  -0.11
O 7.0398 2.2397 2.6904  -0.20
C 6.6287 3.2950 1.8304  -0.24
C 5.5963 2.8805 0.7783  -0.17
C 6.1776 1.9086 -0.2664  -0.20
C 6.0009 0.4191 0.1297  -0.19
C 4.5560 -0.1228 -0.2183  -0.17
C 4.0610 -1.0395 0.9338  -0.19
C 3.0312 -0.3518 1.8931  -0.19
C 1.8087 -1.2911 2.1265  -0.19
C 0.8989 -1.5052 0.8762  -0.19
C -0.5958 -1.6721 1.2564  -0.19
C -1.2433 -0.4308 1.9578  -0.23
C -2.2592 0.3721 1.1323  -0.29
P -1.9097 1.9026 0.0469  0.60
F -1.6507 3.2422 -1.0179  -0.31
C -0.1630 2.2024 0.7258  -0.24
C 0.5337 3.5010 0.3018  -0.27
F 1.1288 3.4307 -0.9379  -0.06
C -3.6944 1.5777 -0.6764  -0.29
C -4.4345 2.7733 -1.2863  -0.15
C -4.7280 2.6239 -2.7697  -0.21
F -4.4501 3.6765 -3.5645  0.07
C -5.2623 1.5419 -3.3455  -0.35
F -4.5675 0.8696 -4.2558  0.11
F -6.4762 1.0817 -3.1303  0.12
C -2.7705 3.1591 1.2442  -0.30
C -2.1592 3.5503 2.5772  -0.67
C -2.0863 2.5078 3.7030  -0.14
Cl -3.2282 4.9122 3.2725  0.53
P -1.1721 0.6903 -1.7140  0.53
O 0.2715 0.7495 -2.0302  -0.35
O -1.6413 -0.9095 -1.7662  -0.21
O -1.8623 1.3435 -3.1149  -0.20
H 5.2725 1.2215 2.9939  0.05
H 6.4058 1.2408 4.3443  0.09
H 5.4914 2.7319 3.9616  0.09
H 6.2167 4.1009 2.4629  0.11
H 7.5212 3.7014 1.3495  0.12
H 4.7254 2.3979 1.2321  0.10
H 5.2589 3.7939 0.2835  0.11
H 5.7023 2.1087 -1.2300  0.09
H 7.2492 2.1056 -0.4140  0.11
H 6.1997 0.3290 1.2000  0.08
H 6.7460 -0.1414 -0.4411  0.10
H 3.9076 0.7327 -0.4199  0.10
H 4.6605 -0.6744 -1.1577  0.10
H 4.9585 -1.3144 1.4998  0.10
H 3.6450 -1.9552 0.5065  0.09
H 2.7394 0.5736 1.3905  0.09
H 3.5096 -0.0772 2.8385  0.09
H 2.2791 -2.2593 2.3467  0.10
H 1.2511 -1.0047 3.0225  0.09
H 1.1207 -0.7517 0.1156  0.09
H 1.2097 -2.4572 0.4366  0.07
H -1.2317 -2.0440 0.4513  0.08
H -0.5732 -2.4946 1.9886  0.10
H -0.4476 0.0300 2.5389  0.07
H -1.8613 -0.9043 2.7450  0.10
H -3.0391 0.7087 1.8272  0.06
H -2.8016 -0.3450 0.5028  0.07
H 0.5331 1.4034 0.4482  0.06
H -0.0720 2.1786 1.8157  0.07
H -0.0402 4.4139 0.4439  0.09
H 1.3950 3.6048 0.9861  0.11
H -4.3322 1.1458 0.1132  0.04
H -3.6879 0.7757 -1.4310  0.06
H -5.4385 2.8185 -0.8398  0.09
H -4.0266 3.7737 -1.1690  0.11
H -2.9066 4.1041 0.7092  0.06
H -3.8011 2.8379 1.4486  0.07
H -1.1801 4.0265 2.5300  0.07
H -2.9904 1.8933 3.7325  0.07
H -1.1866 1.8967 3.6973  0.06
H -2.0922 3.0558 4.6502  0.05
H -2.4010 -0.9791 -2.3485  0.04
H -1.7256 0.6563 -3.7705  0.04
C 0.0637 -5.3310 -3.1619  -0.21
C -0.2064 -6.3250 -2.0219  -0.24
C 1.1304 -6.5955 -1.3272  -0.22
S 2.1268 -5.1251 -1.5616  0.67
O 3.2667 -5.4652 -2.3882  -0.34
O 2.2810 -4.4416 -0.3033  -0.32
C 0.9405 -4.2367 -2.5609  -0.21
H -0.8601 -4.9217 -3.5708  0.11
H 0.5981 -5.8350 -3.9723  0.11
H -0.8988 -5.8850 -1.3159  0.08
H -0.6503 -7.2452 -2.3878  0.10
H 1.0013 -6.7755 -0.2643  0.10
H 1.6586 -7.4294 -1.7805  0.09
H 1.4597 -3.6393 -3.3070  0.11
H 0.3663 -3.5897 -1.8967  0.11
C 3.0306 6.8684 -4.3445  -0.23
C 2.0937 5.6598 -4.2205  -0.21
C 2.9427 4.4001 -4.4185  -0.21
S 4.5929 4.8165 -3.8819  0.66
O 5.4818 4.7709 -5.0239  -0.33
O 4.8824 4.1148 -2.6643  -0.32
C 4.2512 6.5295 -3.4967  -0.24
H 2.5524 7.7883 -4.0080  0.11
H 3.3261 7.0037 -5.3891  0.11
H 1.6447 5.6458 -3.2260  0.12
H 1.2816 5.7029 -4.9431  0.11
H 2.5757 3.5685 -3.8219  0.11
H 2.9957 4.1122 -5.4686  0.10
H 5.1221 7.1402 -3.7269  0.10
H 4.0202 6.5897 -2.4332  0.11
C 6.1981 -8.6607 -1.9066  -0.22
C 6.5945 -7.4615 -1.0377  -0.21
C 5.4235 -7.1729 -0.0924  -0.21
S 4.5817 -8.7376 0.1552  0.67
O 3.2641 -8.6441 -0.4200  -0.32
O 4.7919 -9.1891 1.5083  -0.33
C 5.6142 -9.6949 -0.9478  -0.24
H 7.0492 -9.0619 -2.4561  0.11
H 5.4411 -8.3547 -2.6321  0.12
H 7.4849 -7.7125 -0.4560  0.11
H 6.8343 -6.5877 -1.6413  0.12
H 5.7615 -6.7945 0.8686  0.11
H 4.7134 -6.4762 -0.5369  0.08
H 5.0165 -10.4555 -1.4451  0.10
H 6.3946 -10.1632 -0.3485  0.10
C -4.5387 -8.8558 -1.0053  -0.22
C -4.8910 -8.6723 0.4765  -0.22
C -3.6519 -8.0998 1.1759  -0.22
S -2.7533 -7.1758 -0.0739  0.67
O -1.4928 -7.8328 -0.3062  -0.32
O -2.8432 -5.7694 0.2141  -0.30
C -3.8519 -7.5622 -1.4320  -0.22
H -5.4225 -9.0566 -1.6096  0.11
H -3.8527 -9.6982 -1.1199  0.12
H -5.7225 -7.9704 0.5680  0.12
H -5.2029 -9.6094 0.9361  0.11
H -3.9190 -7.4315 1.9904  0.10
H -2.9983 -8.8888 1.5426  0.10
H -3.2798 -7.6605 -2.3519  0.10
H -4.5686 -6.7464 -1.5207  0.11
C -9.1234 0.0052 0.5063  -0.22
C -9.3713 0.2778 1.9959  -0.22
C -8.1620 1.0574 2.5268  -0.22
S -7.4993 1.9664 1.1272  0.68
O -6.1869 1.4526 0.8248  -0.32
O -7.7431 3.3725 1.3114  -0.31
C -8.6474 1.3281 -0.0851  -0.22
H -10.0212 -0.3555 0.0058  0.11
H -8.3463 -0.7543 0.3948  0.12
H -10.2761 0.8790 2.1099  0.11
H -9.5199 -0.6449 2.5559  0.11
H -8.4424 1.7595 3.3077  0.10
H -7.3834 0.3899 2.8913  0.11
H -8.1456 1.2168 -1.0447  0.10
H -9.4681 2.0397 -0.1707  0.11
C -0.4668 9.9828 3.2297  -0.23
C -1.8330 9.2958 3.1076  -0.21
C -1.7311 8.2666 1.9757  -0.22
S -0.0115 7.7628 1.9106  0.66
O 0.5479 8.1994 0.6572  -0.32
O 0.1056 6.4036 2.3691  -0.32
C 0.5652 8.8598 3.2011  -0.23
H -0.3897 10.5730 4.1426  0.11
H -0.3134 10.6528 2.3804  0.12
H -2.0696 8.7883 4.0453  0.12
H -2.6297 10.0133 2.9144  0.11
H -2.3546 7.3952 2.1671  0.06
H -1.9901 8.7043 1.0135  0.11
H 1.5707 9.2036 2.9701  0.10
H 0.5647 8.3005 4.1362  0.11

Charge   -1
Energy   -191634.15847 eV
Orbital gap   6.122 eV
HOMO energy   -4.517 eV

Density functional theory data (ωB97M-V/def2-TZVPD) for a cluster of 2 separate species, C3H3ClNO in total in a non-equilibrium geometry.

Last column: Mulliken spin population.
Cartesian coordinates (Å):
C -1.5053 1.3368 0.6712  0.03
C -1.0795 1.3971 -0.4624  0.03
C 1.6201 -0.3225 -0.0840  0.72
N 0.8323 -1.1944 -0.1350  0.54
O 0.6402 -2.4473 0.0339  0.45
Cl 2.3793 1.0737 0.0175  0.25
H -1.4607 1.4523 1.7017  0.00
H -1.1012 1.2769 -1.5232  0.00
H -0.3253 -2.5726 -0.2197  -0.03

Expectation value of S²   2.01
Charge   +1
2S+1   3
Energy   -19201.42821 eV
Orbital gap (alpha / beta)   8.376 / 4.501 eV
HOMO energy (alpha / beta)   -12.802 / -14.517 eV

Density functional theory data (ωB97M-V/def2-TZVPD) for the molecule CH3N3O2S in a non-equilibrium geometry.

Last column: Löwdin charge in e.
Cartesian coordinates (Å):
C -0.9569 0.6159 0.6457  -0.48
N 0.8850 -1.2172 -0.4686  0.09
N 1.6262 -0.3512 -0.0869  -0.72
N -1.5452 0.8197 -0.7879  -0.10
O 2.8374 -0.3165 -0.1200  -0.05
O -2.4072 0.0599 -1.0755  0.00
S 0.7562 1.0849 0.5364  1.00
H -1.3027 1.5753 1.0252  0.06
H -1.3765 -0.2303 1.1342  0.08
H 1.4838 -2.0403 -0.8026  0.13

Energy   -20480.20817 eV
Orbital gap   9.254 eV
SMILES   [H]/N=[N+](\[O-])SCN=O
HOMO energy   -9.437 eV